98
Properties=species:S:1:pos:R:3 method="wB97M-V/def2-TZVPD" total_charge=+1 orbital_gap_ev=8.22 energy_ev=-291390.0586 homo_energy_ev=-10.680
Ca -0.2591 0.2065 1.4205
O 0.9976 2.1367 1.5597
C 0.9577 3.3593 0.8156
C -0.0938 4.3232 1.3220
C -1.4982 3.7154 1.4019
C -1.9902 3.0977 0.1251
C -2.7643 3.8468 -0.7564
C -3.2842 3.2577 -1.8941
C -3.0082 1.9214 -2.1301
C -2.2101 1.2493 -1.2244
N -1.7043 1.8057 -0.1153
H 0.8159 2.2944 2.5158
H 0.7439 3.0802 -0.2144
H 1.9467 3.8234 0.8384
H -0.0969 5.1876 0.6512
H 0.1778 4.6930 2.3137
H -2.1946 4.5004 1.7012
H -1.5242 2.9602 2.1811
H -2.9688 4.8838 -0.5253
H -3.9014 3.8276 -2.5764
H -3.3939 1.4017 -2.9967
H -1.9748 0.2019 -1.3770
Se -3.3292 -3.0075 3.7837
Se -1.1230 -2.5718 4.3460
C -0.2298 -3.2409 2.7741
C 0.1419 -4.5770 2.7581
C 0.8353 -5.0666 1.6641
C 1.1388 -4.1973 0.6336
C 0.7239 -2.8811 0.7350
N 0.0474 -2.3938 1.7783
C -3.8767 -1.2923 3.0995
C -4.5101 -0.3965 3.9450
C -4.9586 0.8057 3.4197
C -4.7730 1.0564 2.0721
C -4.1347 0.0954 1.3058
N -3.6834 -1.0530 1.8054
H -0.1099 -5.2122 3.5947
H 1.1381 -6.1046 1.6258
H 1.6893 -4.5282 -0.2356
H 0.9365 -2.1804 -0.0620
H -4.6433 -0.6410 4.9890
H -5.4535 1.5285 4.0550
H -5.1214 1.9705 1.6113
H -3.9867 0.2437 0.2442
O -2.4093 -2.7736 0.0769
N -1.8168 -1.9329 -0.8429
C -1.6263 -2.5577 -1.9337
C -1.1010 -2.0219 -3.2082
C -1.6704 -2.6491 -4.3255
C -1.3102 -2.3149 -5.6147
C -0.3263 -1.3589 -5.8204
C 0.2657 -0.7528 -4.7294
C -0.1150 -1.0455 -3.4156
P 0.8682 -0.2728 -2.0629
C 1.0317 1.4786 -2.5702
C 0.0674 2.1573 -3.3153
C 0.1947 3.5156 -3.5706
C 1.2992 4.2148 -3.1063
C 2.2649 3.5521 -2.3628
C 2.1196 2.2034 -2.0783
C 2.4894 -1.0071 -2.5297
C 2.6279 -2.3706 -2.2640
C 3.7875 -3.0509 -2.5929
C 4.8397 -2.3725 -3.1937
C 4.7076 -1.0234 -3.4810
C 3.5381 -0.3449 -3.1598
H -2.8370 -2.1722 0.7417
H -1.9805 -3.5882 -1.9783
H -2.4165 -3.4177 -4.1649
H -1.7784 -2.8133 -6.4528
H -0.0070 -1.1038 -6.8221
H 1.0625 -0.0393 -4.8952
H -0.7902 1.6265 -3.7028
H -0.5670 4.0244 -4.1473
H 1.4075 5.2694 -3.3229
H 3.1278 4.0885 -1.9892
H 2.8647 1.7117 -1.4616
H 1.7994 -2.9157 -1.8259
H 3.8710 -4.1103 -2.3857
H 5.7514 -2.8966 -3.4474
H 5.5147 -0.4914 -3.9675
H 3.4533 0.7029 -3.4146
O 4.8253 -1.7102 5.4914
C 3.8091 -1.2393 4.7518
C 2.5630 -0.9052 5.2769
C 1.5940 -0.4344 4.4184
N 1.7723 -0.2860 3.0981
C 2.9711 -0.6042 2.6380
Br 3.2395 -0.4103 0.7670
C 4.0253 -1.0798 3.3882
H 4.5753 -1.7642 6.4214
H 2.3514 -1.0017 6.3338
H 0.6248 -0.1515 4.7987
H 4.9794 -1.3210 2.9452
O -0.2122 2.0882 3.9844
C -1.2546 1.4159 4.0188
O -1.6323 0.5854 3.1376
H -1.9239 1.5411 4.8888